Density functional theory data (the ωB97M-V functional and the def2-TZVPD basis) for a cluster of 2 separate species, C4H7NO2 in total.

XYZ file:
```
14
Properties=species:S:1:pos:R:3:forces:R:3
O 2.3763 -0.0073 1.0729 0.03 -0.15 0.03
C 1.0001 0.1268 0.9270 -0.13 0.04 -0.08
C 0.4762 1.2166 0.0556 -0.17 -0.06 -0.07
N -0.4911 0.6822 -0.6466 0.14 0.18 0.06
C -0.6863 -0.6819 -0.5149 0.05 -0.14 0.01
C 0.3404 -1.1460 0.3413 -0.01 -0.14 0.12
O 0.7712 -2.2576 0.6411 -0.14 0.28 -0.12
H 2.5044 -0.9745 1.1024 0.09 0.13 0.02
H 0.4931 0.2748 1.9055 0.02 -0.02 -0.09
H 0.6800 2.2777 0.0519 -0.03 -0.15 -0.01
H -2.4965 0.5202 -2.7345 -0.09 0.00 -0.07
H -1.0825 1.2401 -1.2525 0.10 -0.08 0.10
H -2.5438 -0.0947 -3.1461 0.03 0.02 0.01
H -1.3474 -1.2083 -1.1843 0.11 0.09 0.11
```
Forces are in eV/Å.

The calculation puts the HOMO energy (spin up / spin down) at -7.9 / -7.9 eV. The value obtained for the energy above the lowest of the compared OMol25 structures with the same formula, charge and spin is 342.0 kJ/mol. Its electronic energy is -361.7506 a.u. For the strongest force on any atom, the calculation gives 0.0066 Eh/bohr. As for the orbital gap (spin up / spin down): 7.969 / 7.967 eV.